[1]
DFT (ωB97M-V/def2-TZVPD) results for C45H34IrN7O6SSeTe as an isolated structure.

Results
Charge: 0
Orbital gap, eV: 5.252
Strongest force on any atom, eV Å⁻¹: 0.6
Relative energy (zero: lowest compared OMol25 entry of this formula, charge and spin), kcal per mole: 0.46

```
96
Properties=species:S:1:pos:R:3:mulliken_charge:R:1
Ir -0.39 1.42 0.34 0.51
Se -7.74 1.63 -1.59 0.25
N -6.49 2.89 -1.40 -0.88
C -5.40 2.29 -1.01 0.79
C -4.15 2.99 -0.74 0.83
C -3.99 4.38 -0.80 -0.71
C -2.76 4.93 -0.50 -0.93
C -1.70 4.10 -0.16 -0.44
N -1.85 2.78 -0.12 0.45
C -3.05 2.22 -0.38 -0.17
C -3.13 0.78 -0.21 -0.21
N -2.00 0.16 0.18 0.67
C -2.02 -1.13 0.47 -0.59
C -3.18 -1.89 0.31 -1.09
C -4.34 -1.28 -0.14 -1.06
C -4.32 0.09 -0.40 1.01
C -5.48 0.85 -0.84 0.76
N -6.64 0.31 -1.10 -0.87
H -4.84 5.00 -1.07 0.56
H -2.61 6.00 -0.52 0.49
H -0.70 4.46 0.08 0.54
H -1.10 -1.55 0.85 0.63
H -3.15 -2.95 0.54 0.57
H -5.25 -1.84 -0.28 0.53
O 5.27 4.78 0.07 -0.58
C 4.39 3.97 -0.02 0.41
C 2.91 4.18 0.23 0.25
O 2.38 5.20 0.63 -0.72
C 2.25 2.93 -0.09 1.01
C 3.13 1.99 -0.64 -0.05
O 2.94 0.88 -1.24 -0.30
C 4.52 2.51 -0.43 -0.01
O 5.54 1.88 -0.52 -0.65
O 0.94 2.88 0.14 -0.81
C 1.14 0.66 6.77 -1.34
C 0.56 0.10 5.51 0.99
C 0.60 -1.26 5.22 -1.07
C 0.03 -1.67 4.03 -0.05
N -0.55 -0.82 3.19 -0.05
C -0.51 0.47 3.54 0.38
S -1.28 1.64 2.46 -0.71
N 0.00 0.96 4.66 -0.40
H 0.40 0.62 7.57 0.33
H 1.42 1.70 6.61 0.32
H 2.02 0.09 7.09 0.38
H 1.08 -1.96 5.88 0.43
H 0.03 -2.71 3.74 0.42
C -2.30 -5.98 -2.80 -1.67
C -1.47 -4.83 -2.30 0.70
C -1.79 -3.52 -2.63 -1.01
C -1.00 -2.45 -2.21 0.80
C -1.48 -1.08 -2.62 -1.18
C 0.13 -2.69 -1.43 0.82
Te 1.68 -1.22 -1.08 0.80
N 1.04 -0.05 0.48 0.38
C 1.79 -0.58 1.49 -0.20
O 2.05 -1.79 1.46 -0.80
C 2.50 0.25 2.52 1.40
C 2.30 1.62 2.69 -0.07
C 3.11 2.34 3.56 -1.07
C 4.12 1.70 4.27 -0.75
C 4.31 0.33 4.11 -0.76
C 3.51 -0.38 3.24 -0.52
C 1.44 -0.52 -3.09 0.96
C 1.98 -1.48 -3.93 -0.96
C 2.09 -1.25 -5.29 -0.81
C 1.66 -0.04 -5.81 -0.80
C 1.12 0.92 -4.96 -0.57
C 1.01 0.70 -3.59 0.84
C 0.40 1.76 -2.73 -0.53
C 0.47 -4.01 -1.08 0.98
C 1.69 -4.38 -0.28 -1.70
C -0.35 -5.05 -1.52 -0.99
H -3.24 -5.64 -3.23 0.37
H -2.52 -6.69 -2.00 0.39
H -1.76 -6.53 -3.58 0.32
H -2.67 -3.32 -3.23 0.36
H -2.55 -0.99 -2.42 0.54
H -1.33 -0.92 -3.69 0.67
H -0.97 -0.28 -2.10 -0.93
H 1.51 2.14 2.17 0.15
H 2.95 3.40 3.68 0.54
H 4.76 2.27 4.93 0.44
H 5.10 -0.17 4.64 0.46
H 3.67 -1.44 3.09 0.40
H 2.32 -2.43 -3.53 0.38
H 2.51 -2.01 -5.93 0.46
H 1.75 0.17 -6.87 0.39
H 0.79 1.87 -5.37 0.50
H -0.66 1.91 -2.95 0.53
H 0.92 2.72 -2.82 0.77
H 0.53 1.46 -1.69 -1.27
H 1.79 -3.76 0.61 0.20
H 2.61 -4.25 -0.86 0.35
H 1.64 -5.42 0.02 0.45
H -0.09 -6.07 -1.24 0.41
```

***

[2]
DFT (ωB97M-V/def2-TZVPD) results for C45H35N12O2P2ScTe as an isolated structure at a distorted geometry.

Results
Charge: 0
Orbital gap, eV: 3.819
Strongest force on any atom, eV Å⁻¹: 4.1

```
98
Properties=species:S:1:pos:R:3:mulliken_charge:R:1
Sc 2.15 1.37 -0.11 -0.36
N 5.18 1.41 1.79 -0.10
C 4.05 1.79 2.55 0.20
N 4.00 2.06 3.82 -0.57
N 2.64 2.38 4.00 -0.73
N 2.03 2.31 2.85 0.00
N 2.87 1.87 1.90 0.70
C 5.27 1.53 0.38 0.00
N 6.44 1.50 -0.23 -0.49
N 6.13 1.48 -1.57 -0.68
N 4.85 1.54 -1.73 -0.26
N 4.21 1.46 -0.49 0.98
H 6.09 1.34 2.31 0.29
O 0.90 -2.23 -7.51 -0.48
C 1.58 -2.48 -6.35 0.44
O 2.14 -3.54 -6.22 -0.52
C 1.51 -1.51 -5.16 0.55
C 2.52 -1.58 -4.20 -0.76
C 2.63 -0.60 -3.24 0.17
C 1.70 0.47 -3.18 -0.23
C 0.64 0.46 -4.02 -0.18
C 0.59 -0.45 -5.06 -0.99
N 1.87 1.57 -2.26 0.61
C 1.52 2.79 -2.66 -0.27
C 1.44 3.83 -1.70 0.48
C 0.83 5.10 -2.02 -1.09
C 0.21 5.83 -0.98 -0.46
C 0.45 5.46 0.33 -0.46
C 1.18 4.34 0.60 -0.19
N 1.59 3.50 -0.38 0.66
H 0.77 -1.28 -7.67 0.33
H 3.22 -2.42 -4.20 0.49
H 3.58 -0.53 -2.65 0.17
H -0.11 1.24 -3.92 0.50
H -0.22 -0.30 -5.77 0.29
H 1.44 3.13 -3.70 0.53
H 0.73 5.44 -3.06 0.42
H -0.44 6.66 -1.19 0.45
H -0.01 6.01 1.16 0.50
H 1.27 4.02 1.65 0.53
Te -1.67 -1.60 -1.07 0.08
C -3.62 -2.58 -0.89 0.45
C -4.39 -2.88 -2.03 -0.52
C -5.51 -3.72 -1.90 -0.33
N -5.95 -4.15 -0.75 -0.62
C -5.29 -3.81 0.36 -0.50
C -4.13 -3.03 0.31 -0.10
C -0.71 -0.53 0.59 -1.44
P -1.17 1.25 0.55 1.34
C -2.87 1.42 -0.10 0.01
C -3.14 2.16 -1.25 -0.54
C -4.46 2.31 -1.69 -0.46
C -5.54 1.79 -1.01 -0.69
C -5.27 0.99 0.10 -0.47
C -3.97 0.79 0.56 -0.37
C -1.44 1.70 2.28 0.99
C -1.75 0.68 3.18 -0.19
C -1.94 1.02 4.54 -0.96
C -2.06 2.39 4.88 -0.72
C -1.74 3.37 3.98 -0.50
C -1.42 3.04 2.69 -0.55
P 0.96 -1.10 0.86 1.28
C 1.22 -2.74 0.11 0.68
C 0.24 -3.73 0.17 -0.29
C 0.38 -4.96 -0.48 -0.98
C 1.60 -5.28 -1.07 -0.68
C 2.62 -4.35 -1.09 -0.49
C 2.44 -3.05 -0.49 -0.48
C 1.02 -1.58 2.69 0.81
C 2.12 -1.20 3.45 -0.20
C 2.18 -1.50 4.83 -0.60
C 1.35 -2.46 5.37 -0.60
C 0.30 -2.94 4.58 -0.60
C 0.17 -2.56 3.23 -0.51
H -4.11 -2.56 -3.05 0.30
H -6.07 -4.09 -2.76 0.37
H -5.64 -4.19 1.32 0.35
H -3.61 -2.81 1.24 0.32
H -2.41 2.61 -1.87 0.47
H -4.58 2.90 -2.59 0.37
H -6.57 2.03 -1.23 0.40
H -6.13 0.56 0.62 0.40
H -3.76 0.24 1.48 0.27
H -1.79 -0.36 2.79 0.36
H -1.96 0.25 5.29 0.46
H -2.27 2.66 5.94 0.30
H -1.76 4.39 4.31 0.42
H -1.17 3.82 1.92 0.22
H -0.68 -3.53 0.72 0.26
H -0.44 -5.69 -0.45 0.44
H 1.72 -6.25 -1.58 0.36
H 3.53 -4.63 -1.66 0.36
H 3.29 -2.32 -0.51 0.30
H 2.91 -0.59 2.98 0.10
H 2.99 -1.23 5.46 0.44
H 1.42 -2.79 6.44 0.31
H -0.42 -3.59 5.02 0.42
H -0.56 -3.00 2.57 0.24
```

***

[3]
DFT (ωB97M-V/def2-TZVPD) results for C45H35N4OP2PtS3 as an isolated structure at a distorted geometry.

Results
Charge: -1
Orbital gap (spin up / spin down), eV: 4.833 / 4.830
Strongest force on any atom, eV Å⁻¹: 1.3
Relative energy (zero: lowest compared OMol25 entry of this formula, charge and spin), kcal per mole: 46.26

```
91
Properties=species:S:1:pos:R:3:mulliken_charge:R:1
Pt 0.97 0.78 -0.08 1.79
S 1.02 2.82 1.22 -0.55
C 0.20 3.64 -0.07 0.84
S 0.07 2.74 -1.52 -0.56
C -0.31 4.93 0.08 0.26
C -0.12 5.67 1.27 -0.07
N 0.04 6.29 2.23 -0.68
C -1.11 5.54 -0.92 -0.01
N -1.81 6.04 -1.69 -0.68
O -1.50 0.50 0.23 -0.86
P -2.84 1.04 -0.13 0.80
C -3.46 2.32 0.99 0.52
C -2.63 2.82 1.98 -0.40
C -3.06 3.87 2.78 -0.58
C -4.32 4.41 2.58 -0.49
C -5.17 3.88 1.62 -0.63
C -4.75 2.83 0.83 -0.70
C -4.12 -0.26 0.07 0.38
C -4.20 -0.83 1.33 -0.44
C -5.14 -1.81 1.61 -0.74
C -6.00 -2.23 0.61 -0.45
C -5.92 -1.68 -0.66 -0.61
C -4.98 -0.69 -0.93 -0.18
C -3.06 1.58 -1.85 0.72
C -3.67 2.77 -2.24 -0.71
C -3.88 3.03 -3.58 -0.69
C -3.49 2.11 -4.54 -0.66
C -2.86 0.93 -4.16 -0.51
C -2.66 0.66 -2.82 -0.37
H -1.64 2.39 2.12 0.24
H -2.39 4.28 3.52 0.41
H -4.64 5.25 3.18 0.39
H -6.16 4.29 1.48 0.39
H -5.41 2.39 0.10 0.39
H -3.51 -0.50 2.10 0.36
H -5.19 -2.25 2.60 0.40
H -6.74 -3.00 0.81 0.36
H -6.59 -2.01 -1.44 0.45
H -4.93 -0.25 -1.92 0.38
H -3.95 3.51 -1.50 0.60
H -4.35 3.96 -3.87 0.42
H -3.66 2.32 -5.59 0.36
H -2.54 0.22 -4.91 0.42
H -2.17 -0.25 -2.50 0.17
N 2.97 0.68 0.31 -0.66
P 3.80 -0.58 0.65 0.96
C 3.33 -1.60 2.12 0.07
C 4.25 -2.22 2.96 -0.06
C 3.83 -2.89 4.11 -0.70
C 2.48 -2.95 4.42 -0.55
C 1.55 -2.32 3.60 -0.76
C 1.98 -1.64 2.47 0.14
C 4.12 -1.84 -0.65 0.05
C 4.03 -3.22 -0.49 -0.05
C 4.19 -4.05 -1.59 -0.75
C 4.43 -3.52 -2.85 -0.42
C 4.54 -2.14 -3.01 -0.75
C 4.38 -1.31 -1.91 -0.21
C 5.51 -0.04 0.99 0.27
C 5.70 1.31 1.27 -0.52
C 6.98 1.80 1.47 -0.60
C 8.07 0.94 1.39 -0.44
C 7.88 -0.40 1.11 -0.78
C 6.60 -0.89 0.91 -0.45
H 5.31 -2.19 2.73 0.31
H 4.56 -3.34 4.77 0.40
H 2.15 -3.46 5.32 0.36
H 0.50 -2.35 3.85 0.41
H 1.27 -1.11 1.84 0.13
H 3.83 -3.64 0.49 0.38
H 4.11 -5.13 -1.47 0.39
H 4.54 -4.17 -3.71 0.38
H 4.72 -1.72 -3.99 0.40
H 4.41 -0.23 -2.01 0.41
H 4.83 1.95 1.31 0.50
H 7.14 2.85 1.68 0.41
H 9.08 1.32 1.54 0.36
H 8.74 -1.07 1.04 0.38
H 6.45 -1.94 0.67 0.40
S 1.01 -1.29 -1.38 -0.55
C -0.50 -2.06 -1.44 0.26
N -0.90 -2.48 -2.68 0.00
C -2.07 -3.13 -2.91 -0.36
C -2.88 -3.45 -1.87 -0.69
C -2.49 -3.09 -0.56 -0.05
C -1.32 -2.40 -0.36 -0.38
H -0.26 -2.27 -3.43 0.25
H -2.30 -3.36 -3.94 0.43
H -3.81 -3.96 -2.05 0.41
H -3.12 -3.35 0.27 0.51
H -1.01 -2.11 0.63 0.24
```

***

no.,electronic energy (eV)
1,-156245.557
2,-115777.262
3,-109573.619